Entry 1:
17
Properties=species:S:1:pos:R:3:nbo_charge:R:1 method="wB97M-V/def2-TZVPD" multiplicity=1 energy_ev=-9320.99126 homo_lumo_gap_ha=0.4184 largest_force_ev_per_a=5.87 total_charge=+1
C 0.66494 -0.36238 1.84417 -0.43
N -0.81014 1.12017 -1.17103 -0.70
C -0.09601 0.86415 -0.05157 0.41
N -0.31611 -0.14205 0.80204 -0.52
H 0.58691 -1.43331 2.08387 0.24
H 1.71167 -0.25492 1.53534 0.22
H 0.38608 0.24272 2.74688 0.23
H -1.69653 0.84634 -1.14703 0.41
H -0.43091 1.76438 -1.81426 0.43
H 0.85503 1.42594 0.07692 0.23
H -1.03857 -0.88177 0.60886 0.46
H 3.43283 0.57976 -1.97314 0.50
H 3.32615 0.06812 -0.47385 0.47
O 2.84814 0.04884 -1.28556 -0.96
H -2.89527 -2.11039 -0.70314 0.51
H -3.72636 -0.72357 -0.57260 0.50
O -2.80186 -1.05204 -0.50590 -1.00

---

Entry 2:
17
Properties=species:S:1:pos:R:3:nbo_charge:R:1 method="wB97M-V/def2-TZVPD" multiplicity=1 energy_ev=-20164.33379 homo_lumo_gap_ha=0.3171 largest_force_ev_per_a=3.44
C 0.97292 1.29324 -0.06669 0.31
C -2.32303 1.93376 0.70594 -0.61
C -2.38314 0.84088 0.01301 -0.03
C 1.02857 -0.79948 0.91440 0.10
C 1.18530 -0.11023 -0.22665 -0.25
C 1.01148 -0.46062 -1.68873 -0.62
N 0.60560 2.38107 -0.10048 -0.40
N 0.87786 -2.09496 1.14940 -0.78
S -2.29421 -0.62800 -0.48467 0.09
H -3.15345 2.51200 0.98964 0.25
H -1.33832 2.39835 0.61472 0.29
H 0.94244 -0.19523 1.78710 0.21
H 1.50011 -1.37550 -1.86381 0.21
H 1.30123 0.31286 -2.37995 0.24
H -0.00646 -0.60375 -1.89444 0.22
H 1.13138 -2.52697 2.02586 0.39
H 0.94172 -2.87743 0.50533 0.39

---

Entry 3:
8
Properties=species:S:1:pos:R:3:nbo_charge:R:1 method="wB97M-V/def2-TZVPD" multiplicity=1 energy_ev=-20091.69234 homo_lumo_gap_ha=0.4062 largest_force_ev_per_a=4.85
C -0.94796 0.64971 -0.00832 0.25
O 1.12222 -1.55371 -1.07414 -0.86
O 2.06730 -0.00685 0.57313 -0.87
O 0.16726 0.88740 -0.68620 -0.66
O -0.30272 -0.80222 0.84841 -0.77
S 0.93809 -0.51360 -0.11899 2.49
H -1.28937 1.39750 0.81289 0.21
H -1.75481 -0.05823 -0.34679 0.21

---

Entry 4:
71
Properties=species:S:1:pos:R:3:lowdin_charge:R:1 method="wB97M-V/def2-TZVPD" multiplicity=1 energy_ev=-80542.48338 homo_lumo_gap_ha=0.1622 largest_force_ev_per_a=1.44 total_charge=+3
Ta 0.44062 0.49676 0.04437 1.68
C -3.36695 0.49414 2.39148 0.05
C -2.25869 0.69713 1.42597 -0.23
N -1.01019 0.47687 1.68384 -0.08
C -0.57313 -0.13955 2.96326 -0.14
C 0.81474 0.32167 3.29096 -0.13
N 1.67627 0.36675 2.06142 -0.16
C 2.73968 -0.69110 1.94117 -0.15
C 2.21420 -1.86329 1.16666 -0.12
N 1.64557 -1.36383 -0.12374 -0.17
C 2.54798 -1.29845 -1.31745 -0.16
C 1.70207 -0.85127 -2.51652 -0.13
N 0.58185 0.02987 -2.07331 -0.11
C -0.41061 0.28023 -2.84297 -0.22
C -0.47751 -0.09843 -4.27562 0.04
C -1.61608 0.81626 -2.14417 -0.16
C -2.84422 1.01867 -2.73305 0.07
C -3.94900 1.23085 -1.92019 0.06
C -3.81166 1.17344 -0.53792 0.08
C -2.55296 0.99641 -0.00487 -0.19
N -1.48256 0.88993 -0.81343 -0.06
H -3.57824 -0.58167 2.42405 0.13
H -4.27280 1.01856 2.10559 0.10
H -3.09322 0.80837 3.39645 0.11
H -0.63152 -1.21041 2.80645 0.12
H -1.24332 0.10289 3.78118 0.13
H 1.25262 -0.31852 4.05235 0.14
H 0.78449 1.33183 3.69048 0.14
H 2.18532 1.24183 2.11870 0.10
H 3.09116 -0.99527 2.92350 0.14
H 3.57792 -0.24055 1.41430 0.12
H 1.40365 -2.35636 1.70307 0.14
H 2.99384 -2.60010 0.98674 0.15
H 0.87727 -1.99121 -0.39735 0.10
H 2.97372 -2.27556 -1.53322 0.15
H 3.36382 -0.61105 -1.12474 0.08
H 1.25443 -1.72071 -2.99275 0.14
H 2.33388 -0.35079 -3.24566 0.14
H 0.51046 -0.18989 -4.72065 0.10
H -1.04901 0.62981 -4.85182 0.11
H -0.98604 -1.06703 -4.36481 0.12
H -2.95478 0.98458 -3.80856 0.14
H -4.92672 1.38654 -2.36024 0.15
H -4.68366 1.25252 0.09601 0.14
Cl -0.06836 2.99907 0.59334 0.84
C 1.11746 4.07449 -0.13696 -0.58
C 0.87202 5.42761 -0.15396 -0.07
C 1.85044 6.22835 -0.71984 -0.01
C 3.01675 5.67210 -1.23075 -0.05
C 3.22395 4.30173 -1.19050 -0.67
Cl 4.67678 3.63641 -1.81292 0.77
C 2.25078 3.46707 -0.63931 -0.64
S 2.48391 1.72438 -0.60148 0.75
H -0.03655 5.85011 0.26077 0.13
H 1.70070 7.30009 -0.76246 0.14
H 3.78212 6.30434 -1.66394 0.13
O -2.74946 -4.63219 1.30650 0.11
C -2.51009 -4.59934 -0.01738 -0.23
C -2.83800 -5.73786 -0.74295 0.02
C -2.64767 -5.77145 -2.10418 -0.02
C -2.11826 -4.66996 -2.79599 -0.06
C -1.76695 -3.55851 -2.08871 -0.04
C -1.94936 -3.49336 -0.68666 -0.08
C -1.51480 -2.32775 0.06785 -0.46
O -1.73772 -2.20439 1.28374 0.01
O -0.77959 -1.43578 -0.61367 -0.20
H -2.50349 -3.77594 1.67720 0.07
H -3.24946 -6.58395 -0.20566 0.14
H -2.91509 -6.66792 -2.65212 0.13
H -1.99017 -4.70818 -3.86937 0.11
H -1.34926 -2.69691 -2.60081 0.09

---

Entry 5:
19
Properties=species:S:1:pos:R:3:mulliken_spin:R:1 method="wB97M-V/def2-TZVPD" multiplicity=2 s2=0.76 energy_ev=-9361.32012 homo_lumo_gap_ha="0.3594 / 0.2363" largest_force_ev_per_a=3.24 total_charge=+1
C 0.00122 0.52439 -1.72044 0.00
C -0.80086 -0.59131 -0.95816 0.03
C -0.94180 -0.72715 0.53565 0.09
C -0.88552 -1.97884 1.15826 0.58
N -0.95093 0.31905 1.27417 0.24
N 0.37995 1.69249 -0.94772 0.00
H 0.82604 0.10193 -2.26617 0.00
H -0.75257 0.79448 -2.45870 0.00
H -0.45439 -1.55077 -1.32208 0.00
H -1.86484 -0.42706 -1.20782 0.02
H -0.88545 -2.10034 2.24220 0.02
H -1.05041 -2.90847 0.62098 0.03
H -1.32244 1.19377 0.94304 -0.01
H -1.07778 0.14606 2.25782 -0.01
H 0.53946 2.46155 -1.56425 0.00
H -0.22452 2.03613 -0.21781 0.00
H 1.91421 0.61746 0.11269 0.00
H 2.42442 0.42505 1.53275 0.00
O 2.64819 0.23017 0.61974 0.00

---

Entry 6:
10
Properties=species:S:1:pos:R:3:nbo_charge:R:1 method="wB97M-V/def2-TZVPD" multiplicity=1 smiles="CN(S)C=S" energy_ev=-25314.62535 homo_lumo_gap_ha=0.3311 largest_force_ev_per_a=1.28
C 1.70825 1.37368 -0.01757 -0.41
C -0.73549 0.85601 0.02675 -0.08
H 1.44852 2.38189 0.27522 0.21
H 2.16396 1.34181 -1.02478 0.21
H 2.48639 0.98945 0.66697 0.22
H 0.95487 -1.56771 1.22728 0.12
H -0.77905 1.93526 0.06671 0.19
N 0.56626 0.44327 0.05040 -0.53
S 1.06106 -1.24746 -0.08407 0.19
S -2.06575 -0.10014 -0.01713 -0.11

---

Copy entry 1 word for word.
17
Properties=species:S:1:pos:R:3:nbo_charge:R:1 method="wB97M-V/def2-TZVPD" multiplicity=1 energy_ev=-9320.99126 homo_lumo_gap_ha=0.4184 largest_force_ev_per_a=5.87 total_charge=+1
C 0.66494 -0.36238 1.84417 -0.43
N -0.81014 1.12017 -1.17103 -0.70
C -0.09601 0.86415 -0.05157 0.41
N -0.31611 -0.14205 0.80204 -0.52
H 0.58691 -1.43331 2.08387 0.24
H 1.71167 -0.25492 1.53534 0.22
H 0.38608 0.24272 2.74688 0.23
H -1.69653 0.84634 -1.14703 0.41
H -0.43091 1.76438 -1.81426 0.43
H 0.85503 1.42594 0.07692 0.23
H -1.03857 -0.88177 0.60886 0.46
H 3.43283 0.57976 -1.97314 0.50
H 3.32615 0.06812 -0.47385 0.47
O 2.84814 0.04884 -1.28556 -0.96
H -2.89527 -2.11039 -0.70314 0.51
H -3.72636 -0.72357 -0.57260 0.50
O -2.80186 -1.05204 -0.50590 -1.00